{
  "formula": "C18H19Cl28O3P",
  "method": "ωB97M-V/def2-TZVPD",
  "smiles": "CCP(C)C1=C(Cl)C(=O)C=C(O)C1=O.ClC(Cl)Cl.ClC(Cl)Cl.ClC(Cl)Cl.ClC(Cl)Cl.ClC(Cl)Cl.ClC(Cl)Cl.ClC(Cl)Cl.ClC(Cl)Cl.ClC(Cl)Cl",
  "orbital_gap_ev": 6.65,
  "homo_ha": -0.3025,
  "largest_force_ev_per_a": 8.74,
  "elements": ["Cl", "Cl", "Cl", "Cl", "Cl", "Cl", "Cl", "Cl", "Cl", "Cl", "Cl", "Cl", "Cl", "Cl", "Cl", "Cl", "Cl", "Cl", "Cl", "Cl", "Cl", "Cl", "Cl", "Cl", "Cl", "Cl", "Cl", "Cl", "P", "O", "O", "O", "C", "C", "C", "C", "C", "C", "C", "C", "C", "C", "C", "C", "C", "C", "C", "C", "C", "C", "H", "H", "H", "H", "H", "H", "H", "H", "H", "H", "H", "H", "H", "H", "H", "H", "H", "H", "H"],
  "xyz": [[-0.9198, 4.2920, -6.0340], [-0.2197, -6.5107, -3.0924], [-4.2812, 2.9544, 6.8423], [0.5042, 5.5031, 3.5675], [-8.8676, -2.6988, 4.5865], [-4.1037, 1.9642, 4.1088], [4.4232, -10.2522, -2.3332], [3.8894, -7.8712, -0.7426], [-1.7795, 5.3338, 1.7674], [-2.0932, -0.2867, -10.1439], [-8.6711, -0.1200, 3.2466], [-1.8806, 2.2887, -8.8000], [-6.0896, 0.8606, 5.9315], [-3.3310, 2.9149, 0.2195], [-3.3865, 0.6465, -1.6067], [-0.0835, 2.1766, -4.2147], [-0.8730, -6.3056, -0.2613], [2.3014, -4.7808, -0.6741], [0.7497, -8.5244, -1.2244], [4.6838, -10.3491, 0.5663], [5.6971, 4.0573, 2.3658], [-2.9055, 2.5214, -4.8481], [-2.4224, -0.1201, -7.2546], [-0.9679, 2.2488, -1.3477], [1.4672, -2.1754, 0.3261], [2.7709, -4.0718, 2.1117], [-7.0219, -2.3512, 2.3601], [-2.1408, 4.8932, 4.6239], [2.3599, 3.2762, 2.0126], [3.8551, -0.7372, -1.4317], [7.1981, 3.1784, -0.6884], [2.2285, 2.0869, -1.4607], [-7.7860, -1.5686, 3.7542], [5.0947, 3.0464, 0.9339], [-0.5766, -7.4149, -1.6109], [2.8602, 2.3211, 3.6320], [5.7989, 0.9287, -0.7640], [3.6344, 2.6935, 0.7157], [-2.6805, 0.7077, -8.8000], [0.5868, 2.6723, 1.6413], [-5.1912, 2.3143, 5.4632], [4.3384, 0.5791, -0.9866], [1.6822, -3.8883, 0.7258], [6.1635, 2.4657, -0.2142], [3.2617, 1.8163, -0.6587], [4.8684, -9.3418, -0.8797], [0.4712, 1.1108, 1.1507], [-1.2488, 2.6468, -5.4639], [-2.7395, 2.2713, -1.3217], [-1.2357, 5.7885, 3.3914], [-1.4817, -8.0047, -1.7770], [-0.5539, 0.6985, 1.6029], [1.9257, 1.8905, 4.2014], [3.0666, -0.9334, -0.8125], [0.7080, -4.3038, 0.9958], [-7.0012, -1.2658, 4.4521], [-3.0874, 2.9262, -2.1247], [-1.1428, 1.9619, -6.3091], [5.9183, -9.0499, -0.9643], [-1.4256, 6.8556, 3.5320], [-3.7541, 0.8649, -8.9314], [6.6392, 0.1306, -0.9322], [-0.0102, 2.7378, 2.6732], [3.5362, 3.0197, 4.3090], [0.3470, 0.9833, -0.0279], [-0.0037, 3.4097, 0.9124], [1.3108, 0.4172, 1.5970], [3.5250, 1.3973, 3.2747], [-5.9084, 3.0737, 5.1415]],
  "forces_ev_per_angstrom": [[-0.0567, -0.1872, 0.0484], [-0.0824, -0.1224, 0.1880], [-0.1420, -0.0531, -0.1674], [-0.3143, 0.2278, 0.0309], [0.1482, 0.1400, -0.0538], [-0.2210, 0.0112, 0.1295], [0.0752, 0.1116, 0.1522], [0.4085, -0.1647, 0.0515], [0.0106, 0.2313, 0.2972], [-0.1249, 0.1374, 0.1767], [0.1442, -0.1541, 0.0899], [-0.1608, -0.1591, -0.0783], [0.0473, 0.1800, 0.0471], [-0.0252, -0.1173, -0.1845], [0.0601, 0.1864, 0.0055], [-0.0107, 0.0494, -0.9066], [-0.1684, -0.1375, -0.0495], [-0.1024, 0.2083, 0.2004], [-0.4357, 0.1693, -0.0837], [0.0551, 0.1272, -0.1623], [-0.9525, -1.6274, -2.4392], [0.0380, 0.0068, -0.1144], [-0.0901, -0.0147, -0.2027], [-0.9324, 0.3947, 0.1214], [-0.3034, -0.0719, 0.1239], [-0.2006, 0.0332, -0.1743], [-0.0475, 0.1118, 0.1913], [0.1013, 0.1453, -0.1219], [0.0061, 0.2937, 0.3053], [-0.0907, 3.4419, 2.3872], [-6.5631, -4.7270, 3.3189], [6.1700, -1.7636, 5.1822], [0.0407, 0.0052, 0.0174], [-3.4044, -1.6978, -1.8294], [0.0572, -0.1905, -0.1401], [0.9529, -1.3142, -0.1792], [-4.3212, -0.3120, -0.1741], [3.9395, -0.1943, -0.2472], [-0.0726, -0.0466, -0.1301], [-1.1458, -1.0961, -0.1258], [0.0593, 0.0951, -0.1400], [3.4092, 0.9725, 1.0733], [0.2331, -0.3442, -0.0371], [3.4655, 2.4725, -1.9577], [-2.8911, 0.9700, -2.8099], [0.0953, 0.0684, -0.0093], [-1.3174, -0.5921, 0.1928], [0.4200, -0.0443, 0.0337], [0.0894, 0.0176, -0.1289], [0.0446, 0.1893, 0.0797], [0.2938, 0.2562, 0.0842], [2.1426, 0.7354, -1.0341], [1.8264, 1.0769, -1.1324], [1.5918, 0.3085, -1.4633], [0.3085, 0.2034, -0.1238], [-0.2749, -0.1001, -0.2870], [0.1192, -0.2402, 0.2821], [-0.0958, 0.2996, 0.3592], [-0.3731, -0.1209, 0.0283], [0.0618, -0.3785, -0.0503], [0.3811, -0.0496, 0.0641], [-1.7233, 1.9491, 0.1886], [1.5798, 0.0401, -2.0857], [-1.6377, -1.4986, -1.4447], [0.8503, 0.1808, 3.0406], [1.6628, -1.6897, 1.5304], [-1.4761, 1.5335, -0.9076], [-1.3697, 1.9093, 1.0370], [0.2387, -0.2809, 0.1173]]
}